{
  "formula": "C41H55Cl3I2N8OPRe",
  "method": "wB97M-V/def2-TZVPD",
  "e_tot_ev": -122558.684,
  "total_charge": 1,
  "spin_multiplicity": 4,
  "e_above_lowest_kj_mol": 72.8,
  "species": ["Re", "I", "I", "Cl", "Cl", "Cl", "P", "O", "N", "N", "N", "N", "N", "N", "N", "N", "C", "C", "C", "C", "C", "C", "C", "C", "C", "C", "C", "C", "C", "C", "C", "C", "C", "C", "C", "C", "C", "C", "C", "C", "C", "C", "C", "C", "C", "C", "C", "C", "C", "C", "C", "C", "C", "C", "C", "C", "C", "H", "H", "H", "H", "H", "H", "H", "H", "H", "H", "H", "H", "H", "H", "H", "H", "H", "H", "H", "H", "H", "H", "H", "H", "H", "H", "H", "H", "H", "H", "H", "H", "H", "H", "H", "H", "H", "H", "H", "H", "H", "H", "H", "H", "H", "H", "H", "H", "H", "H", "H", "H", "H", "H", "H"],
  "positions_angstrom": [[0.75549, 0.12505, 0.44917], [4.39900, -0.71746, 3.51234], [2.05164, 2.79635, 7.76961], [4.27676, -4.21257, 1.44873], [1.62524, -5.40458, 1.48590], [2.88177, -4.73060, -1.04794], [-1.80079, -1.39453, -1.27159], [1.94848, 0.48879, 2.00669], [1.61352, -1.91650, 0.69698], [3.62525, 1.42720, -2.74724], [-0.09635, -1.46619, 3.15466], [4.50288, 2.31178, -0.67856], [4.91297, 0.00716, -1.27471], [-0.71646, -0.74227, -0.31373], [-0.88969, 1.07639, 2.20748], [2.65611, 0.70266, -0.61624], [0.29205, -2.67677, 3.55699], [-0.24894, 2.98529, -0.71275], [-1.10255, -1.34671, -3.01361], [0.97087, 2.35722, 4.97690], [2.94440, 0.64690, 4.12668], [1.92614, 0.99090, 3.22890], [-4.41171, -0.70909, -2.28698], [-2.16638, -1.82945, 4.28324], [0.91939, 1.85532, 3.68507], [-0.20146, 2.25371, 2.76708], [3.29869, 1.92543, 0.01672], [4.19057, 2.60201, -2.07641], [-0.90505, 5.82101, -3.03595], [-1.68114, 4.96835, -0.50958], [2.41085, 1.04353, -2.06615], [-0.77068, 4.20865, -1.24765], [-4.06446, -0.75710, 0.19061], [2.70695, -4.28462, 0.65639], [-1.76453, -3.09200, 4.67212], [4.59514, 0.33524, -2.66550], [-1.80910, 6.57130, -2.29648], [-1.08376, 0.12187, -3.46844], [2.10482, -2.94698, 0.69342], [2.00392, 2.01939, 5.83727], [0.35913, -1.83183, -2.99335], [3.69789, -0.38505, -0.60075], [-2.10384, -3.17665, -0.73797], [2.99797, 1.15280, 5.41427], [0.15869, 1.93168, -0.26069], [-2.16722, -3.23536, 0.80199], [-0.49482, -3.52582, 4.31182], [-0.38725, 4.64572, -2.51771], [-1.68915, 0.38119, 3.22430], [-3.36187, -3.82091, -1.33191], [-1.87922, -2.17832, -4.04100], [-1.29438, -1.04396, 3.53163], [-3.41090, -0.42900, -1.15967], [-0.89781, -4.02626, -1.16498], [5.45672, 1.20457, -0.62422], [-3.11672, 1.07786, -1.13493], [-2.19530, 6.14248, -1.03398], [3.90810, -0.62088, 0.44244], [-1.81078, -3.24752, -3.84675], [-2.07976, 0.48949, -3.70521], [-3.35917, -0.64190, 1.01338], [0.85061, -1.47000, -3.89958], [5.50960, 0.62901, -3.18079], [1.97777, 0.16594, -2.54667], [1.69345, 1.85997, -2.09412], [-0.86038, -4.19006, -2.23967], [5.68219, 0.97499, 0.41841], [0.18761, 3.02666, 5.31189], [-1.43771, -2.00104, -5.02498], [-0.90574, 2.88117, 3.32366], [-1.97733, 4.63220, 0.47608], [6.37674, 1.49524, -1.13146], [-4.27932, -3.34090, -1.00144], [-2.93023, -1.90528, -4.10288], [-3.40214, -4.85793, -0.98883], [-0.60193, 6.15325, -4.01998], [4.18364, -0.54864, -3.15797], [-1.82085, -4.21738, 1.13191], [-4.48157, -1.75912, 0.23241], [-3.13986, -1.44359, 4.56073], [3.27759, -1.25308, -1.11132], [-3.35353, -3.83829, -2.42132], [-4.63182, -1.76583, -2.42278], [-2.34703, 1.32918, -0.40969], [-5.35074, -0.20790, -2.03919], [0.17945, 2.84503, 1.93411], [-4.03981, 1.59470, -0.86146], [-2.42024, -3.72297, 5.25780], [-2.89807, 6.72665, -0.45481], [-0.63197, 0.77743, -2.72036], [1.29755, -2.97348, 3.27509], [-0.12035, -4.49360, 4.61565], [2.56342, 2.72815, -0.01562], [0.89755, -1.44116, -2.12950], [5.10198, 2.90284, -2.59328], [3.47166, 3.42188, -2.12160], [-2.74807, 0.42077, 2.96606], [-0.49232, 0.18684, -4.38444], [-2.21128, 7.48945, -2.70312], [-3.17835, -3.10826, 1.18058], [-4.07424, -0.30097, -3.23854], [0.04361, -3.58084, -0.84300], [-4.88727, -0.05613, 0.34704], [0.31624, 4.05794, -3.09436], [-1.52320, -2.48927, 1.26353], [0.44641, -2.91449, -2.98962], [-1.49363, 1.37390, 1.45061], [3.52983, 1.67681, 1.04763], [-2.79571, 1.47454, -2.09278], [3.80102, 0.86627, 6.07861], [-0.98839, -5.00569, -0.69140], [-1.59494, 0.91872, 4.17460]],
  "atomic_forces_ev_per_a": [[0.18, 0.49, 0.01], [-0.01, 0.01, -0.03], [0.00, 0.00, 0.00], [-0.01, -0.01, 0.00], [0.00, -0.02, -0.01], [0.01, 0.00, 0.00], [0.12, 0.08, 0.02], [0.34, 0.18, -0.03], [0.09, -0.05, 0.03], [0.01, 0.01, 0.02], [0.06, 0.02, 0.03], [-0.03, -0.03, -0.02], [-0.03, 0.03, 0.00], [-0.40, -0.27, -0.12], [0.00, -0.18, -0.08], [-0.23, -0.11, 0.10], [0.03, -0.01, 0.01], [0.00, 0.00, 0.02], [-0.04, -0.05, -0.02], [-0.02, -0.01, 0.02], [-0.03, -0.03, 0.00], [-0.10, -0.17, 0.11], [0.01, 0.00, 0.00], [-0.02, -0.02, -0.06], [-0.02, 0.04, 0.01], [0.10, 0.08, 0.02], [0.07, 0.09, -0.01], [0.01, 0.00, -0.01], [0.00, 0.00, 0.00], [0.01, 0.00, 0.00], [0.01, -0.01, -0.10], [0.01, 0.00, -0.02], [-0.03, 0.00, -0.01], [0.04, 0.02, -0.04], [0.03, -0.01, -0.01], [0.00, -0.01, -0.01], [0.00, 0.00, 0.00], [0.01, -0.01, 0.00], [-0.15, -0.07, 0.11], [-0.01, 0.00, 0.01], [-0.01, -0.03, -0.02], [0.09, -0.01, 0.00], [0.00, 0.02, 0.01], [0.00, 0.00, -0.01], [-0.04, -0.02, -0.05], [-0.01, -0.01, -0.01], [-0.01, 0.01, 0.00], [0.00, 0.00, 0.00], [0.06, -0.01, 0.06], [0.02, -0.04, 0.00], [0.02, 0.01, -0.02], [-0.03, 0.01, 0.00], [0.00, -0.03, -0.05], [0.00, 0.00, 0.01], [0.02, 0.00, 0.00], [-0.01, 0.00, 0.01], [0.00, 0.00, 0.00], [-0.01, -0.01, 0.02], [0.00, 0.00, 0.00], [-0.01, 0.00, 0.00], [0.05, -0.01, 0.06], [0.00, 0.00, -0.01], [0.00, 0.00, 0.00], [0.06, 0.08, 0.03], [0.02, -0.02, 0.00], [-0.01, -0.01, 0.03], [0.00, 0.00, 0.00], [0.00, 0.00, 0.00], [0.00, -0.01, 0.00], [-0.01, 0.02, -0.01], [0.00, 0.00, 0.00], [0.00, 0.00, 0.00], [-0.01, 0.00, 0.01], [0.00, 0.00, 0.00], [0.00, 0.00, -0.01], [0.00, 0.00, 0.00], [0.00, 0.00, 0.00], [-0.04, -0.02, -0.01], [-0.01, -0.01, 0.00], [0.01, -0.01, 0.00], [-0.01, 0.00, -0.01], [0.00, 0.01, 0.01], [0.00, 0.00, 0.01], [0.00, -0.01, 0.02], [0.00, 0.00, 0.00], [-0.02, -0.05, 0.03], [0.00, 0.00, 0.00], [0.00, 0.00, 0.00], [0.00, 0.00, 0.00], [-0.02, -0.01, 0.00], [-0.01, 0.02, 0.00], [0.00, 0.00, 0.00], [-0.01, -0.01, -0.01], [-0.03, -0.06, -0.01], [0.00, 0.00, 0.00], [0.00, 0.00, 0.00], [-0.04, -0.04, -0.06], [0.00, 0.00, -0.01], [0.00, 0.00, 0.00], [-0.01, 0.05, 0.01], [0.00, 0.00, -0.01], [-0.02, 0.00, -0.01], [0.01, 0.00, 0.01], [0.00, 0.00, 0.00], [0.05, 0.00, 0.01], [0.01, 0.05, -0.02], [-0.03, 0.11, 0.09], [0.00, -0.01, 0.00], [0.01, 0.00, -0.01], [0.00, 0.00, 0.00], [0.00, 0.00, 0.01], [-0.02, 0.04, -0.05]],
  "lowdin_charge": [1.541, 0.961, 0.885, 0.652, 0.673, 0.665, 0.955, -0.379, 0.135, -0.075, 0.111, -0.074, -0.073, -0.391, -0.093, -0.182, -0.149, -0.093, -0.582, -0.110, -0.615, -0.413, -0.068, -0.021, -0.152, -0.155, -0.148, -0.147, -0.074, -0.036, -0.171, -0.248, -0.078, -1.598, -0.050, -0.153, -0.077, -0.078, -0.345, -0.743, -0.099, -0.191, -0.577, -0.223, -0.227, -0.083, -0.055, -0.038, -0.128, -0.068, -0.064, -0.276, -0.587, -0.098, -0.144, -0.081, -0.073, 0.065, 0.066, 0.069, 0.062, 0.093, 0.132, 0.097, 0.096, 0.066, 0.124, 0.102, 0.099, 0.126, 0.111, 0.133, 0.063, 0.067, 0.099, 0.108, 0.131, 0.086, 0.064, 0.121, 0.108, 0.072, 0.066, 0.036, 0.097, 0.101, 0.097, 0.114, 0.107, 0.061, 0.080, 0.107, 0.122, 0.028, 0.132, 0.133, 0.119, 0.095, 0.107, 0.074, 0.071, 0.037, 0.096, 0.109, 0.040, 0.061, 0.065, 0.113, 0.068, 0.083, 0.089, 0.133]
}